# C3H5ClS2

A single C3H5ClS2 molecule at a distorted geometry (ωB97M-V/def2-TZVPD, the Open Molecules 2025 dataset).

Calculated values
Energy above the lowest of the compared OMol25 structures with the same formula, charge and spin   67.2 kJ/mol
Electronic energy   -37383.955 eV
Max |F|   1.95 eV Å⁻¹
HOMO   -8.96 eV

Geometry as XYZ:
```
11
Properties=species:S:1:pos:R:3:forces:R:3:lowdin_charge:R:1
S 2.698229 -0.853219 -0.397743 0.04 -0.14 -0.08 0.707
C 1.104045 -0.746214 -0.388895 -1.39 -0.83 0.27 -0.771
C 0.300867 0.321238 0.339513 0.17 -1.00 1.10 -0.844
S 0.500344 1.824297 -0.581169 -0.42 0.29 -1.20 0.759
C -1.178503 -0.072792 0.688455 0.51 1.35 -1.31 -0.536
Cl -2.074056 -0.745909 -0.761531 0.41 0.41 0.71 0.521
H 0.413421 -1.492119 -0.884460 1.03 0.70 0.24 0.049
H 0.856513 0.558428 1.265382 -0.50 -0.34 -0.06 0.092
H 0.344643 1.137079 -1.741732 -0.03 0.72 0.03 -0.101
H -1.691097 0.850764 0.988706 0.01 -0.38 -0.21 0.067
H -1.274403 -0.781549 1.473477 0.18 -0.77 0.51 0.057
```
Positions in Å, forces in eV/Å.

=====

# C5H15NO3

2 unconnected molecules or ions with the total composition C5H15NO3 at a distorted geometry (ωB97M-V/def2-TZVPD, the Open Molecules 2025 dataset).

Calculated values
Energy above the lowest of the compared OMol25 structures with the same formula, charge and spin   351.3 kJ/mol
Electronic energy   -13058.140 eV
Max |F|   2.85 eV Å⁻¹
HOMO   -9.48 eV

Geometry as XYZ:
```
24
Properties=species:S:1:pos:R:3:forces:R:3:lowdin_charge:R:1
C 3.111557 -1.176901 -0.341233 -0.17 0.07 0.04 -0.085
C 2.059152 -0.296179 0.325785 -0.02 -0.06 -0.17 -0.230
N 0.657241 -0.625877 0.019419 -0.08 0.01 -0.24 -0.294
C 0.274003 -1.986966 0.384268 0.08 0.06 -0.17 -0.060
O 0.462515 -0.501754 -1.400888 0.07 -0.01 0.35 -0.047
H 3.093540 -2.195342 0.046162 0.01 -0.02 -0.01 0.066
H 4.103545 -0.765728 -0.153967 0.00 -0.01 0.00 0.074
H 2.944937 -1.204690 -1.416919 0.03 -0.02 -0.01 0.074
H 2.152036 -0.331736 1.414915 -0.01 0.01 -0.03 0.119
H 2.194944 0.741892 0.015463 0.01 -0.03 0.05 0.119
H 0.480759 -2.136146 1.444357 -0.03 0.02 0.00 0.095
H -0.792241 -2.108189 0.197957 0.02 0.00 0.06 0.083
H 0.809661 -2.739160 -0.200728 0.02 0.02 0.00 0.085
H -0.164652 0.256083 -1.507634 0.12 -0.17 0.14 0.061
C -3.242125 1.940868 0.273416 0.11 -0.14 -0.09 -0.027
C -2.045599 1.107717 -0.120557 0.90 0.41 1.09 -0.486
O -1.338427 1.583847 -1.205084 1.36 1.17 0.73 -0.131
O -0.947068 1.368889 0.883983 -0.92 -0.92 0.64 -0.075
H -3.965164 1.930329 -0.541608 -0.07 -0.09 0.05 0.085
H -3.692671 1.557978 1.188005 -0.08 -0.03 -0.04 0.082
H -2.939997 2.974823 0.436613 0.11 -0.03 -0.01 0.087
H -2.258328 0.031891 -0.190664 0.05 0.14 0.12 0.142
H -0.629494 2.002561 -0.328179 -1.30 -0.68 -2.44 0.201
H -0.328125 0.571791 0.777116 -0.21 0.30 -0.07 0.063
```
Positions in Å, forces in eV/Å.

=====

# C22H11CrF16N4O5S6

A molecular structure, C22H11CrF16N4O5S6 at a distorted geometry (ωB97M-V/def2-TZVPD, the Open Molecules 2025 dataset).

Calculated values
Energy above the lowest of the compared OMol25 structures with the same formula, charge and spin   118.8 kJ/mol
Spin multiplicity   4
Total charge   -2
Electronic energy   -176103.922 eV
Max |F|   1.30 eV Å⁻¹
HOMO (alpha / beta)   -2.11 / -2.20 eV

Geometry as XYZ:
```
65
Properties=species:S:1:pos:R:3:forces:R:3:lowdin_charge:R:1
Cr 0.150466 -0.291987 0.815516 -0.28 0.70 -1.06 0.651
C -1.126917 1.337162 -1.884304 -0.01 0.10 0.18 -0.078
N -0.526177 0.050819 -1.579905 0.06 -0.33 0.15 -0.252
C 0.689809 -0.185464 -2.331947 0.06 0.15 0.03 -0.198
C 1.778596 0.777693 -1.912891 0.01 0.16 0.22 -0.243
N 1.818541 0.916306 -0.462108 0.12 0.01 0.39 -0.017
C 2.737107 1.801305 0.001877 0.00 0.07 -0.18 -0.198
C 2.871476 2.077092 1.396177 -0.06 -0.17 -0.16 -0.174
F 2.136321 1.384518 2.271466 -0.14 -0.15 0.08 0.042
C 3.742140 2.984274 1.947482 0.00 0.02 -0.02 -0.157
F 3.791790 3.137592 3.278533 -0.05 0.03 0.09 0.104
C 4.579278 3.743061 1.153476 0.07 0.04 0.02 -0.171
F 5.410610 4.668197 1.680289 0.04 0.03 0.04 0.072
C 4.534674 3.507818 -0.196586 0.00 -0.03 -0.04 -0.171
F 5.356263 4.202572 -1.008293 0.06 0.03 -0.08 0.080
C 3.681352 2.569040 -0.748182 -0.17 -0.09 0.15 -0.132
F 3.852582 2.412183 -2.089000 -0.07 -0.03 -0.13 0.038
C -1.474982 -1.045723 -1.715992 -0.02 0.04 0.01 -0.191
C -2.488228 -0.973492 -0.599492 0.09 0.14 0.16 -0.195
N -1.796397 -0.698328 0.650102 -0.23 -0.44 0.04 -0.112
C -2.549058 -0.615489 1.763922 0.08 -0.02 -0.03 -0.268
C -3.890937 -0.695246 1.915029 0.01 0.10 0.03 -0.140
F -4.771771 -0.858947 0.879404 -0.04 -0.05 -0.06 0.030
C -4.511856 -0.732427 3.208626 0.08 0.01 -0.14 -0.166
F -5.854116 -0.753069 3.231409 -0.18 -0.04 -0.04 0.094
C -3.835313 -0.808561 4.343504 0.11 0.10 0.15 -0.258
F -4.523469 -0.966746 5.492819 0.05 -0.02 0.09 0.070
C -2.343417 -0.845346 4.369734 0.03 0.03 -0.02 -0.476
F -0.500913 0.043239 5.636717 -0.13 0.09 -0.10 0.086
C -1.709922 -0.304888 3.026183 0.17 0.13 -0.14 -0.424
F 0.645079 -0.623378 3.568129 -0.26 0.04 -0.05 -0.076
H -1.517345 1.359129 -2.915273 0.02 0.00 -0.01 0.092
H -0.385861 2.126604 -1.764899 -0.04 -0.03 0.02 0.083
H -1.938383 1.545244 -1.187353 0.02 -0.01 -0.04 0.073
H 0.524495 -0.102497 -3.420039 -0.03 -0.02 -0.02 0.128
H 1.009719 -1.197949 -2.116321 -0.01 -0.08 -0.02 0.081
H 1.605565 1.749355 -2.394124 0.04 0.00 -0.08 0.105
H 2.713716 0.387575 -2.323878 0.09 0.01 -0.05 0.118
H -0.919423 -1.977146 -1.635518 0.01 0.00 -0.06 0.098
H -1.986027 -1.027021 -2.692391 0.02 0.01 -0.05 0.125
H -3.031045 -1.922526 -0.545739 -0.04 -0.01 -0.01 0.128
H -3.225482 -0.194699 -0.813419 -0.09 0.02 -0.02 0.111
F 4.641946 -1.648114 3.324172 0.01 -0.07 0.04 0.144
C 4.231357 -2.526793 2.410314 -0.12 0.02 -0.16 -0.671
F 5.287765 -3.242318 2.002217 0.04 -0.01 0.09 0.122
F 3.344656 -3.349180 2.959099 0.10 -0.02 0.05 0.145
S 3.487720 -1.626225 0.985296 -0.33 -0.28 -0.09 0.616
O 2.237437 -1.159717 1.528423 0.36 0.24 0.24 -0.343
O 4.520119 -0.736792 0.570927 0.02 0.05 -0.07 -0.238
N 3.240784 -2.767551 -0.087732 -0.22 0.04 0.12 -0.269
S 1.804678 -3.428526 -0.146810 0.24 -0.01 0.08 0.613
O 0.696332 -2.489453 -0.148183 -0.08 0.06 -0.05 -0.343
O 1.647243 -4.615571 0.635510 -0.04 -0.04 -0.04 -0.265
C 1.908972 -4.049809 -1.883037 0.14 0.13 0.15 -0.676
F 2.793735 -5.047066 -1.950058 -0.03 0.05 -0.12 0.131
F 2.274886 -3.093108 -2.738526 -0.02 -0.14 -0.02 0.129
F 0.716876 -4.516367 -2.259990 -0.08 -0.04 -0.03 0.133
O -2.386223 -0.110651 6.709181 -0.18 0.03 -0.07 0.135
C -1.819309 -0.205645 5.673380 0.29 -0.17 -0.04 -0.580
S -1.771335 -2.633095 4.565188 -0.01 0.09 0.10 0.654
C -0.360743 -0.989612 2.677354 0.21 -0.05 0.50 -0.742
C -1.543405 1.237172 2.965048 -0.22 -0.11 0.29 -1.102
S -0.710105 1.824226 1.606633 0.48 -0.33 -0.05 0.761
S -2.196467 2.221379 4.117872 -0.06 -0.13 -0.06 0.686
S -0.658390 -2.756842 2.797185 0.11 0.16 -0.09 0.651
```
Positions in Å, forces in eV/Å.

=====

# C5H7F3

A single C5H7F3 molecule at a distorted geometry (ωB97M-V/def2-TZVPD, the Open Molecules 2025 dataset).

Calculated values
Energy above the lowest of the compared OMol25 structures with the same formula, charge and spin   121.9 kJ/mol
Electronic energy   -13448.971 eV
Max |F|   4.61 eV Å⁻¹
HOMO   -10.84 eV

Geometry as XYZ:
```
15
Properties=species:S:1:pos:R:3:forces:R:3:lowdin_charge:R:1
C -1.699721 -1.417518 -1.005745 -2.07 -0.26 1.37 0.010
C -1.321944 -0.294683 -0.434672 1.25 4.31 0.52 -0.085
C -0.008604 0.651858 -0.751683 -2.72 -2.11 -0.91 -0.463
F 0.083617 0.594870 -2.139552 1.38 -0.53 0.85 0.054
F -0.367989 1.944923 -0.573511 0.05 0.04 0.93 0.084
C 1.194323 0.262308 0.094240 1.89 -1.83 0.26 -0.262
C 1.073407 0.338773 1.664594 -1.65 -2.26 -3.67 0.008
F 2.271330 1.093735 -0.297768 -0.53 -1.00 0.06 -0.022
H -2.758271 -1.810906 -0.740281 2.05 0.53 -0.71 0.100
H -1.044493 -1.976511 -1.638481 0.14 -0.32 -0.35 0.057
H -1.910724 0.495074 0.139892 -0.11 -1.99 -0.39 0.127
H 1.416574 -0.907114 -0.042148 -0.22 2.63 -0.66 0.187
H 0.023087 0.016208 1.732640 0.44 -0.04 1.23 0.083
H 1.225407 1.308899 1.896965 0.17 3.16 1.22 0.041
H 1.824003 -0.299915 2.095510 -0.09 -0.33 0.25 0.081
```
Positions in Å, forces in eV/Å.

=====

Question: Which of these has the lowest electronic energy?
Answer: C22H11CrF16N4O5S6

=====

Question: Which value of max |F| does entry 4 give?
Answer: 4.61 eV Å⁻¹

=====

Question: energy above the lowest of the compared OMol25 structures with the same formula, charge and spin of number 1 (C3H5ClS2)?
Answer: 67.2 kJ/mol